(1)
Formula: C4H12O3
Source: OMol25
Level of theory: ωB97M-V/def2-TZVPD

Computed properties:
E_LUMO ... 0.77 eV
Total charge ... 0
HOMO energy ... -10.0 eV
Structure (SMILES) ... OCCCCO.O
Energy above the lowest of the compared OMol25 structures with the same formula, charge and spin ... 22.0 kcal per mole
Kohn-Sham gap ... 0.395 hartree
Max |F| ... 1.40 eV Å⁻¹

Positions of all 19 atoms, in Å:
O 0.2379 1.2028 -1.5691
C 1.1013 0.2615 -0.9404
C 0.4851 -1.1162 -1.1706
C 0.4712 -2.0759 0.0486
C 0.2879 -1.3842 1.3933
O -0.0004 -2.2951 2.4399
H 0.5452 2.1094 -1.5067
H 2.0718 0.3124 -1.4324
H 1.2882 0.5384 0.1018
H -0.5595 -0.9757 -1.4337
H 1.0504 -1.6130 -1.9470
H 1.4483 -2.5557 0.1003
H -0.2739 -2.8530 -0.0262
H -0.5579 -0.7135 1.3793
H 1.1696 -0.7921 1.6649
H 0.6796 -2.9679 2.5304
O -3.0702 4.6444 0.3353
H -3.3555 5.5074 0.6526
H -3.0189 4.7660 -0.6201

Mulliken atomic charge list, values in e, 6 entries:
1. O -0.534
2. C -0.371
3. C -0.492
4. C -0.504
5. C -0.482
6. O -0.544



(2)
Formula: C4H12O3
Source: OMol25
Level of theory: ωB97M-V/def2-TZVPD

Computed properties:
Expectation value of S² ... 0.76
E_LUMO (alpha / beta) ... -5.55 / -9.57 eV
Total charge ... +1
Multiplicity ... 2
HOMO energy (alpha / beta) ... -14.8 / -14.5 eV
Energy above the lowest of the compared OMol25 structures with the same formula, charge and spin ... 44.3 kcal per mole
Kohn-Sham gap (alpha / beta) ... 0.340 / 0.181 hartree
Max |F| ... 3.09 eV Å⁻¹

Positions of all 19 atoms, in Å:
C 1.2991 -0.1546 0.8386
C 0.5215 -0.2599 -0.5117
C 0.7500 -1.6847 -1.1868
C 0.9893 0.8623 -1.5436
O 0.9427 0.1844 1.9195
H 2.3917 -0.2698 0.7900
H -0.5460 -0.0900 -0.1856
H 1.4799 -1.6442 -1.9992
H -0.2439 -2.0931 -1.5693
H 1.1333 -2.5130 -0.6002
H 0.6506 0.4861 -2.5648
H 2.0616 1.0011 -1.4975
H 0.5249 1.9139 -1.3254
H -1.8903 1.3400 1.4883
H -2.6173 1.6491 -0.0033
O -1.7411 1.6694 0.5477
H -1.1002 -0.0083 2.6250
H -2.5348 -0.5754 2.1441
O -2.0710 0.1867 2.6343

Mulliken atomic charge list, values in e, 6 entries:
1. C -0.018
2. C 0.797
3. C -1.298
4. C -1.251
5. O -0.151
6. H 0.402



(3)
Formula: C4H12O3S
Source: OMol25
Level of theory: ωB97M-V/def2-TZVPD

Computed properties:
E_LUMO ... -3.60 eV
Total charge ... 0
HOMO energy ... -8.0 eV
Energy above the lowest of the compared OMol25 structures with the same formula, charge and spin ... 201.2 kcal per mole
Kohn-Sham gap ... 0.161 hartree
Max |F| ... 4.79 eV Å⁻¹

Positions of all 20 atoms, in Å:
O -2.3108 0.1773 0.6959
C -2.6770 -0.8427 -0.1760
C -1.5051 -1.5740 -0.7484
C -0.6420 -2.3345 0.0791
C 0.6870 -2.7104 -0.3305
S 3.1955 1.5763 0.0816
H -3.3108 -0.4503 -0.9469
H -1.0529 -1.4151 -1.7082
H -3.2840 -1.5079 0.4547
H 1.8338 -0.0794 -0.4238
H -0.9598 -2.4784 1.0846
H 0.9536 -2.4768 -1.3371
H 1.2698 -3.2874 0.4125
H 4.0789 1.0890 1.0096
H 0.2287 1.4813 0.3116
H 1.4683 1.0016 1.0888
O 0.4324 1.1685 1.2267
H -1.3803 2.5683 -1.3515
H -1.7128 0.8269 0.0786
O -1.1764 1.6888 -1.0381

Mulliken atomic charge list, values in e, 6 entries:
1. O -0.444
2. C -0.716
3. C 0.229
4. C 0.133
5. C -0.767
6. S -0.291



(4)
Formula: C4H12O4
Source: OMol25
Level of theory: ωB97M-V/def2-TZVPD

Computed properties:
E_LUMO ... -3.72 eV
Total charge ... 0
HOMO energy ... -7.8 eV
Energy above the lowest of the compared OMol25 structures with the same formula, charge and spin ... 138.0 kcal per mole
Kohn-Sham gap ... 0.150 hartree
Max |F| ... 5.82 eV Å⁻¹

Positions of all 20 atoms, in Å:
C 2.3365 2.1184 -1.5887
C 1.8805 2.4146 -0.2188
C 1.1663 1.4700 0.6013
C 1.1747 0.0472 0.6718
O 0.3473 -0.7050 1.5909
H 1.8386 1.1362 -1.7472
H 2.0429 2.9080 -2.3013
H 1.9360 3.4025 0.2850
H 0.6207 2.0181 1.3809
H 1.8147 -0.5857 0.1170
H -0.5449 -0.9682 1.3100
H -0.9092 0.5905 -2.0401
H 3.4191 1.9140 -1.7223
O -0.7483 -0.4463 -2.0920
H -2.4821 -3.1823 1.9709
H -2.3182 -1.9699 0.8701
O -2.1383 -2.3001 1.8658
H -3.2199 -1.8377 -0.7778
H -1.4232 -0.8090 -1.4465
O -2.4760 -1.4134 -0.4513

Mulliken atomic charge list, values in e, 6 entries:
1. C -0.894
2. C 0.165
3. C -0.152
4. C -0.030
5. O -0.369
6. H 0.230



(5)
Formula: C4H12O4
Source: OMol25
Level of theory: ωB97M-V/def2-TZVPD

Computed properties:
E_LUMO ... 0.34 eV
Total charge ... 0
HOMO energy ... -10.6 eV
Structure (SMILES) ... CCCC(=O)O.O.O
Energy above the lowest of the compared OMol25 structures with the same formula, charge and spin ... 17.0 kcal per mole
Kohn-Sham gap ... 0.401 hartree
Max |F| ... 1.62 eV Å⁻¹

Positions of all 20 atoms, in Å:
C -0.1548 2.0189 -1.8228
C -0.8053 0.6250 -1.8507
C -0.0334 -0.4527 -1.0472
C -0.7834 -1.2969 -0.0530
O -0.2684 -2.1272 0.6476
O -2.1107 -1.0931 0.1377
H 0.2262 2.3136 -0.8528
H -0.8795 2.7902 -2.1007
H 0.5140 2.0059 -2.6838
H -0.8313 0.2879 -2.8874
H -1.8356 0.6301 -1.5123
H 0.5240 -1.1265 -1.7012
H 0.8039 0.0163 -0.5126
H -2.4354 -0.2190 -0.1058
O 2.2117 -0.7084 1.6847
H 1.6973 -0.3660 2.4230
H 1.9793 -1.5599 1.3155
O 1.1984 2.2455 1.5926
H 1.6210 2.1500 2.4390
H 0.4224 1.6656 1.6180

Mulliken atomic charge list, values in e, 6 entries:
1. C -1.068
2. C -0.454
3. C -0.377
4. C 0.510
5. O -0.552
6. O -0.467



(6)
Formula: C4H12OS2
Source: OMol25
Level of theory: ωB97M-V/def2-TZVPD

Computed properties:
E_LUMO ... 0.59 eV
Total charge ... 0
HOMO energy ... -8.6 eV
Structure (SMILES) ... CCSCSC.O
Energy above the lowest of the compared OMol25 structures with the same formula, charge and spin ... 17.5 kcal per mole
Kohn-Sham gap ... 0.337 hartree
Max |F| ... 1.32 eV Å⁻¹

Positions of all 19 atoms, in Å:
C 1.5184 -0.2084 3.6135
C 1.3577 -0.1624 2.0724
S -0.2320 -1.0258 1.5341
C 0.2085 -1.5438 -0.1433
S 0.7650 -0.2552 -1.3681
C -0.7467 0.7147 -1.5807
H 0.5826 -0.1534 4.1949
H 2.1666 0.6335 3.9097
H 2.0320 -1.1523 3.8621
H 2.2237 -0.7337 1.6863
H 1.4855 0.8927 1.7627
H -0.5995 -2.1315 -0.6201
H 1.0806 -2.2134 -0.0144
H -0.6507 1.5089 -2.3400
H -1.0463 1.1763 -0.6247
H -1.5403 0.0179 -1.8988
O -3.1982 1.3271 -4.6143
H -2.5058 1.1756 -5.2969
H -2.9011 2.1332 -4.1344

Mulliken atomic charge list, values in e, 6 entries:
1. C -1.028
2. C -0.326
3. S -0.113
4. C -0.669
5. S -0.086
6. C -0.754



(7)
Formula: C4H12OS2
Source: OMol25
Level of theory: ωB97M-V/def2-TZVPD

Computed properties:
E_LUMO ... 0.79 eV
Total charge ... 0
HOMO energy ... -8.6 eV
Structure (SMILES) ... CCSCSC.O
Energy above the lowest of the compared OMol25 structures with the same formula, charge and spin ... 18.0 kcal per mole
Kohn-Sham gap ... 0.343 hartree
Max |F| ... 1.67 eV Å⁻¹

Positions of all 19 atoms, in Å:
C -0.3529 -1.1187 -3.7174
C -0.8849 -1.7012 -2.4264
S -0.5992 -0.6718 -1.0046
C 1.1238 -1.1218 -0.4533
S 2.0648 0.0408 0.5923
C 1.0098 -0.0146 2.0421
H 0.6916 -0.7806 -3.6111
H -0.9682 -0.2631 -4.0430
H -0.3929 -1.8977 -4.4973
H -0.4184 -2.6872 -2.2374
H -1.9778 -1.8565 -2.5100
H 1.6771 -1.3222 -1.3909
H 1.1271 -2.0532 0.1451
H 0.9972 -0.9473 2.6307
H 0.0022 0.1520 1.6253
H 1.2547 0.8235 2.7160
O -1.7724 4.9051 5.3276
H -1.1756 4.9430 6.1091
H -1.4060 5.5714 4.7031

Mulliken atomic charge list, values in e, 6 entries:
1. C -0.930
2. C -0.483
3. S -0.092
4. C -0.645
5. S -0.035
6. C -0.768



(8)
Formula: C4H12OS2
Source: OMol25
Level of theory: ωB97M-V/def2-TZVPD

Computed properties:
E_LUMO ... 0.76 eV
Total charge ... 0
HOMO energy ... -8.2 eV
Structure (SMILES) ... CCSSCC.O
Energy above the lowest of the compared OMol25 structures with the same formula, charge and spin ... 17.6 kcal per mole
Kohn-Sham gap ... 0.329 hartree
Max |F| ... 1.51 eV Å⁻¹

Positions of all 19 atoms, in Å:
C 0.4961 2.2013 -1.0892
C 0.7949 1.3926 0.1660
S 0.7807 -0.3939 -0.2692
S -0.3910 -1.4254 0.9750
C -2.1351 -0.9012 0.7427
C -2.8867 -1.1405 2.0580
H -0.6047 2.2073 -1.1166
H 0.6480 1.7280 -2.0697
H 0.9791 3.1760 -1.1724
H 0.0546 1.5952 0.9405
H 1.7432 1.5648 0.6646
H -1.9937 0.1642 0.5235
H -2.6412 -1.3093 -0.1256
H -3.6364 -0.3700 2.2176
H -2.2067 -1.1183 2.9003
H -3.3981 -2.0895 1.9231
O 4.4807 -1.8063 -2.2487
H 4.7442 -2.2770 -3.0446
H 5.1721 -1.1979 -1.9753

Mulliken atomic charge list, values in e, 6 entries:
1. C -0.989
2. C -0.478
3. S -0.106
4. S -0.135
5. C -0.230
6. C -1.071



(9)
Formula: C4H12OSSi
Source: OMol25
Level of theory: ωB97M-V/def2-TZVPD

Computed properties:
E_LUMO (alpha / beta) ... 0.16 / 0.18 eV
Total charge ... 0
HOMO energy (alpha / beta) ... -7.1 / -7.0 eV
Energy above the lowest of the compared OMol25 structures with the same formula, charge and spin ... 91.0 kcal per mole
Kohn-Sham gap (alpha / beta) ... 0.265 / 0.262 hartree
Max |F| ... 4.63 eV Å⁻¹

Positions of all 19 atoms, in Å:
C 1.7299 -2.0770 -0.6948
C 0.7180 2.7134 0.1859
C 1.4135 -1.4333 0.6449
C -2.7942 0.6537 0.1677
O 1.1124 -0.0748 0.5690
Si 0.1615 0.9719 -0.3512
S -3.1989 -0.9205 -0.4943
H 1.8111 -1.2710 -1.4299
H 2.6454 -2.6010 -0.6592
H 0.9455 -2.6774 -1.0027
H -0.2221 3.1880 0.6001
H 1.3777 2.3145 1.0307
H 1.2454 3.4032 -0.4813
H 2.1039 -1.4431 1.3715
H 0.5339 -2.0304 1.1082
H -2.8700 0.7520 1.2089
H -3.2216 1.4291 -0.4393
H 0.1922 0.5853 -1.8928
H -3.6837 -1.4824 0.5586

Mulliken atomic charge list, values in e, 6 entries:
1. C -1.002
2. C -0.865
3. C -0.241
4. C -0.833
5. O -0.224
6. Si 0.343



(10)
Formula: C4H12OSi
Source: OMol25
Level of theory: ωB97M-V/def2-TZVPD

Computed properties:
E_LUMO ... -0.25 eV
Total charge ... 0
HOMO energy ... -9.3 eV
Energy above the lowest of the compared OMol25 structures with the same formula, charge and spin ... 107.8 kcal per mole
Kohn-Sham gap ... 0.332 hartree
Max |F| ... 4.07 eV Å⁻¹

Positions of all 18 atoms, in Å:
C -0.8848 -2.2003 -2.5480
C 1.5814 -1.7357 -2.2242
C -0.7722 0.1286 3.0466
C 0.0983 -1.5989 -1.9459
O -0.5058 1.2400 0.3000
Si -1.3800 1.0332 1.5127
H 1.7220 6.1185 1.2526
H -0.6952 -2.8680 -3.3266
H -1.8616 -1.9204 -2.4007
H 1.8687 -2.3654 -3.0205
H 1.8947 -2.3821 -1.3521
H 2.0440 -0.8045 -2.1696
H -1.5961 -0.6160 3.3295
H 0.2130 -0.4131 3.1108
H -0.8258 0.7732 3.8811
H -0.0242 -0.8376 -1.2977
H 1.6542 6.6710 1.8254
H -2.5307 1.7775 2.0264

Mulliken atomic charge list, values in e, 6 entries:
1. C -0.791
2. C -1.113
3. C -0.946
4. C 0.041
5. O -0.447
6. Si 0.553